Here is a 4-piece molecular cluster, C8H14O3 overall at a distorted geometry from the OMol25 dataset. Energies are from ωB97M-V/def2-TZVPD.

SMILES	C=Cc1ccccc1.O.O.O
E	-538.904912	Ha
HOMO-LUMO gap	9.539	eV
strongest force on any atom	1.8	eV/A
ΔE to the lowest compared entry with this formula, charge and spin	34.5	kcal/mol
E_HOMO	-9.01	eV

Each line ends with the Löwdin charge.
Atoms and positions in Å:
H1 -0.26095 -0.06642 2.01247  0.1156
H2 -3.49359 -0.25162 -0.80456  0.1050
H3 2.36917 1.69499 2.34465  0.0356
C1 2.42020 -1.21208 0.80102  0.0173
H4 -1.13979 2.03626 -1.16208  -0.0008
C2 -1.52865 -0.39559 -1.61950  -0.1056
H5 -1.85997 -0.35758 -2.64984  0.1089
H6 0.49189 -0.37124 -2.22361  0.1210
H7 1.99122 -1.92254 1.49521  0.0618
H8 -1.22841 -3.30606 -0.21427  0.0565
O1 -0.85360 2.80755 -0.67369  -0.0475
H9 3.50863 -1.17604 0.83301  0.0578
C3 1.80843 -0.33973 0.01221  -0.1484
C4 -2.43525 -0.17988 -0.59497  -0.0950
C5 0.33317 -0.21207 -0.06291  -0.2675
H10 2.34573 0.37997 -0.58099  0.1049
O2 -0.39029 -2.86927 -0.40518  -0.0333
H11 0.16794 -3.20621 0.30509  0.0432
H12 -0.10264 2.67171 -0.09617  0.0212
O3 2.41103 2.37564 1.66201  -0.0534
C6 -1.93412 -0.04040 0.68992  -0.0907
C7 -0.16946 -0.29586 -1.36906  -0.0834
H13 2.91037 1.95085 0.95954  0.0149
C8 -0.58098 -0.02773 0.97716  -0.0430
H14 -2.69419 0.02729 1.45868  0.1051

Here is one molecule with the formula C8H14O4P2 at a distorted geometry from the OMol25 dataset. Energies are from ωB97M-V/def2-TZVPD.

SMILES	C=CCP1#[PH]OCOC12COCOC2
E	-1296.826008	Ha
HOMO-LUMO gap	9.476	eV
strongest force on any atom	2.7	eV/A
ΔE to the lowest compared entry with this formula, charge and spin	0.0	kcal/mol
E_HOMO	-8.84	eV

Each line ends with the Löwdin charge.
Atoms and positions in Å:
C1 1.84206 -0.79887 0.81441  -0.1741
P1 -0.07440 -0.40042 -1.13310  0.9073
H1 1.59461 2.13434 -0.94481  0.0967
H2 0.28626 2.94007 0.70397  0.1260
C2 -1.36852 -1.07767 0.05327  -0.4049
P2 -0.99514 1.54825 -1.61835  0.8262
H3 1.20421 -1.53318 1.30516  0.1255
H4 -4.02990 -0.43456 0.12850  0.0607
C3 -2.52721 -1.66601 -0.66989  -0.2789
H5 2.56279 -0.41006 1.55090  0.1419
O1 -1.43604 1.97512 0.12466  -0.4215
O2 2.49990 -1.45499 -0.24411  -0.1192
H6 -1.68530 -0.28968 0.73971  0.0719
O3 2.68792 0.52709 -1.45849  -0.1202
H7 -4.59061 -1.71435 -1.05245  0.0494
O4 0.31839 0.96429 1.29894  -0.0974
C4 3.34927 -0.58649 -0.93444  -0.2427
H8 -0.86491 2.40410 1.96800  0.1411
C5 2.05444 1.27436 -0.44865  -0.2102
H9 -2.26506 0.99194 -1.79853  -0.1050
H10 -0.85845 -1.85918 0.62465  0.0797
C6 1.02279 0.36364 0.23410  -0.6085
H11 4.17023 -0.25114 -0.26691  0.1449
H12 2.78376 1.62534 0.30017  0.1445
C7 -3.77265 -1.24569 -0.53378  -0.0078
C8 -0.40358 2.13429 1.00970  -0.3624
H13 -2.29501 -2.49428 -1.32570  0.0917
H14 3.74927 -1.13896 -1.78566  0.1453

Here is one molecule with the formula C8H14S2 at a distorted geometry from the OMol25 dataset. Energies are from ωB97M-V/def2-TZVPD.

SMILES	CC1=C(C(C)(C)C)SSC1
E	-1109.507770	Ha
HOMO-LUMO gap	8.134	eV
strongest force on any atom	4.9	eV/A
ΔE to the lowest compared entry with this formula, charge and spin	18.4	kcal/mol
E_HOMO	-7.46	eV

Each line ends with the Löwdin charge.
Atoms and positions in Å:
C1 0.66844 0.32556 0.66719  -0.2839
H1 1.03486 0.61538 -2.40180  0.1036
C2 -1.13587 -1.40788 1.67457  -0.0940
H2 -0.62330 -0.35297 -1.60499  0.0639
H3 -1.36645 -0.88856 2.68088  0.0838
S1 2.72933 1.54344 2.33994  0.4301
H4 -1.98543 -1.24989 -0.98537  0.0544
H5 3.63149 1.58971 -0.01868  0.0682
H6 -0.30499 -2.06171 1.81972  0.0586
H7 1.73435 2.08878 -1.62763  0.0836
H8 2.76437 0.66622 -1.92466  0.0876
C3 -0.84243 -0.24178 0.57256  -0.5459
H9 -1.96840 -1.97253 1.47082  0.0382
H10 -0.38638 -1.93409 -0.52062  0.1156
H11 -1.66097 1.69142 0.00021  0.0958
C4 1.76293 1.01188 -1.58449  -0.0577
S2 0.99560 0.52856 2.66271  0.4497
C5 -0.98951 -0.99052 -0.77520  -0.0641
C6 -1.89735 0.94405 0.81788  -0.0521
H12 -2.86777 0.41888 0.71534  0.0789
C7 2.93902 1.00905 0.55886  -0.4967
H13 3.39499 -0.07352 0.69005  0.1203
H14 -1.74545 1.30449 1.87325  0.0695
C8 1.68245 0.64000 -0.14234  -0.4075

Here is C8H15BF7IrN2O4PTe as an isolated structure at a distorted geometry from the OMol25 dataset. Energies are from ωB97M-V/def2-TZVPD.

E	-2161.743769	Ha
HOMO-LUMO gap (spin up / spin down)	7.843 / 5.602	eV
total charge	+1
strongest force on any atom	10.4	eV/A
E_HOMO (spin up / spin down)	-12.13 / -13.61	eV
spin multiplicity	5

Each line ends with the Löwdin spin population.
Atoms and positions in Å:
C1 1.19371 2.05766 1.01877  0.0482
H1 4.41275 0.12927 1.17319  0.0012
H2 1.67846 2.86611 2.94050  0.0013
C2 -1.09141 -2.09215 1.86856  0.0062
C3 2.54137 0.38963 0.16289  0.0363
N1 1.31123 1.01939 0.12580  0.2590
F1 -1.51880 0.73261 -2.59861  0.1771
Te1 -1.16340 -1.09477 -3.64329  0.0145
F2 -1.39876 -2.12800 -1.98968  0.0448
F3 -0.83270 -2.87128 -4.36814  0.0099
H3 -0.13035 -2.23403 2.38620  0.0002
C4 3.13355 1.40822 2.32059  0.0523
C5 -3.05256 2.24986 0.29716  0.0028
N2 4.07701 1.58165 3.31189  0.0738
H4 2.80266 -0.25021 -0.67254  0.0031
P1 -1.50405 0.16555 0.58162  0.1119
H5 -4.32251 -1.55324 -1.08805  0.0003
F4 2.52019 0.23834 -2.73001  0.0116
O1 -1.50526 -0.67612 2.00895  0.0400
H6 -3.03320 -2.50833 -0.29193  0.0016
H7 4.71770 0.78049 3.49522  0.0024
H8 -2.96034 1.83175 -0.71706  0.0015
O2 0.56209 -0.75127 -2.71296  0.2775
F5 2.39276 -1.77322 -4.03103  0.0107
Ir1 -0.09758 0.23217 -1.01713  2.5508
C6 3.41830 0.58718 1.21939  0.0318
F6 -0.26902 -0.23374 -5.16853  0.0091
H9 -0.92505 -2.39703 0.79528  0.0040
H10 -4.08412 2.24739 0.62271  0.0012
H11 -4.29304 -1.58807 0.73069  0.0027
H12 -2.67293 3.27908 0.31981  0.0000
H13 3.69174 1.94329 4.19322  0.0017
C7 -3.67166 -1.61821 -0.20880  0.0063
O3 -2.25616 1.45686 1.20609  0.0670
F7 2.57602 -2.01746 -1.79769  0.0017
O4 -2.83267 -0.44331 -0.22045  0.0872
B1 2.12758 -1.15369 -2.83882  0.0156
H14 0.44269 2.81648 0.83201  0.0029
C8 1.90043 2.11584 2.20435  0.0292
H15 -1.88470 -2.74472 2.27983  0.0006

Here is a 2-piece molecular cluster, C8H15Br2 overall at a distorted geometry from the OMol25 dataset. Energies are from ωB97M-V/def2-TZVPD.

E	-5461.815975	Ha
HOMO-LUMO gap (spin up / spin down)	10.849 / 6.117	eV
strongest force on any atom	1.1	eV/A
ΔE to the lowest compared entry with this formula, charge and spin	0.0	kcal/mol
E_HOMO (spin up / spin down)	-9.90 / -9.90	eV
spin multiplicity	2

Each line ends with the Löwdin spin population.
Atoms and positions in Å:
C1 2.66837 -0.52269 -1.24273  0.0000
H1 -2.20252 2.00004 1.11748  0.0000
C2 -0.32200 -1.06969 -0.43441  0.0000
H2 -0.81693 1.12516 1.73357  0.0000
H3 -3.00871 -0.17224 0.06240  0.0000
H4 1.80903 1.42143 -1.64282  0.0000
H5 0.44777 -1.85008 -0.41351  0.0000
C3 -1.52980 1.17352 0.90851  0.0000
C4 -0.69601 1.45583 -0.35408  0.0000
C5 -1.28682 -1.30643 0.72464  0.0000
H6 3.00771 -0.26680 -0.22729  0.0000
H7 -2.85390 -0.25472 1.80781  0.0000
H8 0.92335 0.43210 0.38785  0.0000
H9 1.11648 0.16977 -2.65467  0.0000
Br1 0.25538 3.15317 -0.14962  0.0000
H10 -0.90328 -1.27256 -1.35289  0.0000
H11 -0.74719 -1.44372 1.66390  -0.0001
H12 2.41653 -1.59952 -1.26557  0.0000
C6 1.46836 0.36438 -1.61489  0.0000
H13 3.51186 -0.33386 -1.91970  0.0000
C7 -2.27600 -0.15816 0.88258  0.0000
C8 0.36122 0.30358 -0.51597  0.0000
H14 -1.34390 1.60678 -1.22888  0.0000
H15 -1.85794 -2.23736 0.56406  0.0000
Br2 1.85892 -0.71794 5.16423  1.0002

Here is an isolated ion of composition C8H15BrNO and charge +1 from the OMol25 dataset. Energies are from ωB97M-V/def2-TZVPD.

SMILES	COCCCC1=[NH+]CC[C@H]1Br
E	-3017.578573	Ha
HOMO-LUMO gap	8.551	eV
total charge	+1
strongest force on any atom	0.5	eV/A
ΔE to the lowest compared entry with this formula, charge and spin	0.0	kcal/mol
E_HOMO	-12.96	eV

Each line ends with the Löwdin charge.
Atoms and positions in Å:
C1 1.85828 2.71084 -0.19337  -0.1218
C2 0.75174 -1.39578 0.28301  -0.5840
H1 1.56850 -3.38588 -0.01500  0.1183
H2 -1.32418 2.83604 -0.43528  0.1320
H3 1.06519 -1.06634 1.27226  0.1105
H4 -0.08774 1.12735 1.82251  0.1211
H5 0.04419 -3.31950 0.96620  0.1347
H6 -0.95514 -3.86306 -1.15653  0.1364
H7 2.58798 2.53291 -0.98901  0.0858
H8 -2.14555 0.53274 -0.40153  0.1428
C3 0.59454 -2.91559 0.10851  -0.1710
H9 -2.10188 -0.35422 1.12771  0.1527
H10 2.18921 2.17639 0.70812  0.0848
C4 -0.29509 -2.99516 -1.14639  -0.1100
H11 0.26169 -2.96039 -2.08527  0.1249
N1 -1.10579 -1.77076 -0.97109  0.1321
H12 -2.01346 -1.66321 -1.40232  0.1861
H13 1.80743 3.78426 0.01478  0.0943
C5 -0.47111 2.55969 0.19815  -0.2301
H14 -1.70029 1.80178 1.73573  0.1280
H15 -0.22922 3.43774 0.81459  0.1292
O1 0.60217 2.23706 -0.65316  -0.2289
Br1 2.06899 -0.73903 -0.98036  0.8719
C6 -1.47580 0.19120 0.40041  -0.0898
C7 -0.61328 -0.90496 -0.14209  -0.2019
C8 -0.88139 1.40585 1.11940  -0.1480

Here is C8H15CeCl2NO2P as an isolated structure at a distorted geometry from the OMol25 dataset. Energies are from ωB97M-V/def2-TZVPD.

E	-2255.372877	Ha
HOMO-LUMO gap (spin up / spin down)	7.185 / 7.230	eV
total charge	+2
strongest force on any atom	11.4	eV/A
ΔE to the lowest compared entry with this formula, charge and spin	49.3	kcal/mol
E_HOMO (spin up / spin down)	-15.86 / -15.86	eV
spin multiplicity	2

Each line ends with the Löwdin spin population.
Atoms and positions in Å:
C1 1.52746 2.77062 -0.48821  -0.0003
H1 -1.23342 3.62341 -1.38859  -0.0002
Cl1 1.87256 -3.63176 -2.03927  0.0000
Ce1 0.10798 -0.43253 0.96752  1.0011
H2 0.41998 -4.01302 -4.51688  0.0000
C2 0.17108 -3.89205 -2.39937  0.0000
C3 -1.84500 0.66779 1.67352  0.0068
P1 0.01124 1.88709 -0.73627  -0.0068
H3 -1.08567 -4.75162 -3.89667  0.0000
C4 -1.39898 2.90815 -0.58496  -0.0004
H4 1.52218 3.47727 -1.32074  -0.0002
C5 0.06465 1.04883 -2.31237  -0.0012
O1 -0.68674 -3.49975 -1.63146  0.0000
C6 -0.01893 -4.60510 -3.70146  0.0000
H5 2.40743 2.11561 -0.52925  0.0000
H6 0.48151 -5.58307 -3.67069  0.0000
C7 0.00367 0.00112 4.44238  0.0035
N1 0.12450 -0.02828 3.30088  -0.0019
H7 0.89745 0.51821 6.15184  0.0003
H8 0.16185 1.88285 -3.01228  -0.0004
H9 -1.41488 3.38941 0.39531  0.0000
H10 1.51365 3.29810 0.47443  0.0000
H11 -2.31431 2.33127 -0.73212  0.0000
H12 -0.89606 0.51752 6.14996  0.0001
O2 -2.78745 1.00315 2.32710  0.0105
H13 0.91768 0.36097 -2.39579  0.0001
H14 0.00002 -1.03625 6.15121  0.0000
C8 -0.00014 -0.00001 5.84138  0.0008
H15 -0.86361 0.49023 -2.49666  0.0000
Cl2 2.34032 -0.81818 -0.02249  -0.0118

Here is C8H15Cl20PSSiTa as an isolated structure at a distorted geometry from the OMol25 dataset. Energies are from ωB97M-V/def2-TZVPD.

E	-10603.505198	Ha
HOMO-LUMO gap	5.739	eV
total charge	-1
strongest force on any atom	2.5	eV/A
E_HOMO	-4.17	eV

Each line ends with the Löwdin charge.
Atoms and positions in Å:
Cl1 -3.46879 3.89697 5.49004  0.5112
H1 -0.38938 -0.52788 0.92118  -0.0278
Cl2 6.72476 -0.26899 -5.28936  0.5085
H2 -0.81292 -3.23025 -3.70159  -0.1719
C1 -4.78303 2.77896 1.34093  -2.0371
Cl3 -3.57942 5.45160 7.91525  0.5144
H3 -1.38411 -1.94523 0.72419  -0.0338
H4 -2.63058 0.51468 -0.87157  -0.1109
P1 -3.35072 -0.67451 -1.08214  -0.0929
Cl4 1.70665 0.45432 3.66192  0.5263
C2 -0.39771 -1.55394 0.59276  -0.2620
H5 1.96972 -3.38715 -0.64926  -0.0290
H6 -3.50335 -1.29426 0.17489  -0.1194
Cl5 6.40295 -0.42158 0.91509  0.5132
C3 0.98881 -0.18694 -1.87738  -0.2661
H7 1.61010 -3.35295 -2.40153  -0.0019
Cl6 -0.96016 1.38776 3.09319  0.5253
H8 -2.29477 -3.64186 -1.66297  -0.1779
S1 -5.12880 -0.29268 -1.87939  -0.1193
H9 0.53875 -4.15553 -1.33552  -0.0110
Cl7 3.87350 0.07150 -5.02142  0.5343
Ta1 -2.02371 -2.17132 -2.79282  0.8651
Cl8 -1.96425 3.06532 7.80023  0.5214
Cl9 -5.72912 3.22986 -0.06967  0.5340
H10 -3.46967 -2.66920 -3.88287  -0.2168
C4 5.14690 -1.02658 -5.54284  -2.0701
Cl10 -1.17779 5.41719 6.32909  0.5066
C5 1.20643 -3.32448 -1.40673  -0.2759
Cl11 4.94420 -1.40132 -7.25656  0.5192
Cl12 1.28431 2.54097 1.69630  0.5106
H11 2.04546 -0.15940 -1.64775  -0.0524
H12 0.24469 -2.14556 1.22270  0.0052
C6 0.73124 1.85831 3.23287  -2.0428
Cl13 -5.71413 3.11567 2.81645  0.4882
Cl14 -4.41254 1.06181 1.29085  0.4970
Cl15 4.24167 -2.32931 1.04488  0.5379
H13 -1.54206 -0.70054 -3.81410  -0.1806
C7 4.81907 -0.85985 0.25552  -2.0427
Cl16 3.67875 0.44949 0.54835  0.5180
H14 0.54828 0.66044 -1.38560  0.0002
Cl17 5.05278 -2.51239 -4.59969  0.5108
H15 0.81368 -0.09531 -2.92320  -0.0287
Cl18 4.95962 -1.13598 -1.47769  0.5125
C8 -2.54866 4.45435 6.88132  -2.0669
Cl19 -3.29162 3.72983 1.37045  0.5028
Cl20 0.89336 3.09456 4.48802  0.5000
Si1 0.13161 -1.76857 -1.23486  0.2748